(1)
Density functional theory data (ωB97M-V with the def2-TZVPD basis set) for a molecular structure, C18H31IN5SSi2Ti in a non-equilibrium geometry.

Total charge = +3
DFT total energy = -84402.572 eV
Spin multiplicity = 1
Lowest unoccupied orbital energy = -0.3936 hartree
Kohn-Sham gap = 6.609 eV

```
59
Properties=species:S:1:pos:R:3:forces:R:3
Ti 0.015404 -0.089158 0.320435 0.7 0.3 -0.9
C 0.505883 2.538646 -2.133430 0.1 0.1 -0.2
Si -0.642200 1.118715 -2.544711 0.0 0.2 0.4
C -0.902775 0.878998 -4.344264 0.1 -0.1 -0.2
C -2.297281 1.295220 -1.671745 -0.1 0.0 -0.1
C 0.178975 -0.402592 -1.644009 0.0 0.0 0.9
C -0.790231 -1.510805 -1.378394 0.1 0.2 0.5
C -1.405825 -2.351015 -2.292924 0.0 -0.1 -0.1
C -2.269841 -3.322755 -1.825113 0.0 0.0 0.1
C -2.528220 -3.457855 -0.450182 -0.1 -0.1 -0.2
C -1.916846 -2.609512 0.421056 0.2 0.2 0.0
N -1.065151 -1.652675 -0.037706 -0.6 -0.5 0.2
Si 1.976103 -1.078820 -2.139293 0.0 0.1 0.4
C 2.033263 -1.394681 -3.943625 -0.1 0.0 -0.2
C 3.147980 0.230998 -1.539742 0.1 0.1 -0.1
C 2.127058 -2.607337 -1.092451 0.0 -0.2 -0.1
H -0.043754 3.484404 -2.085272 0.0 0.0 0.0
H 1.259041 2.666308 -2.917083 0.0 0.0 0.1
H 1.073953 2.383269 -1.209205 0.0 0.1 0.0
H -1.372154 1.789153 -4.732983 0.0 0.0 0.0
H -1.578089 0.047617 -4.555373 0.0 0.0 0.0
H 0.028242 0.726872 -4.890886 -0.1 0.0 0.0
H -2.555414 2.345848 -1.515990 0.0 0.0 0.0
H -2.398359 0.795561 -0.704885 0.0 0.0 0.1
H -3.082911 0.865788 -2.300482 0.0 0.0 0.0
H -1.188253 -2.240374 -3.346920 0.0 0.0 0.0
H -2.754090 -3.991413 -2.526342 0.0 0.0 0.0
H -3.200313 -4.218628 -0.079248 0.0 0.0 0.0
H -2.078616 -2.661951 1.487422 0.0 0.0 0.0
H 1.810196 -0.496630 -4.521197 0.1 -0.1 0.0
H 1.346314 -2.189126 -4.243279 0.0 0.0 0.0
H 3.044178 -1.716167 -4.213961 0.0 0.0 0.0
H 3.205200 1.083042 -2.221291 0.0 0.0 0.0
H 4.155425 -0.186181 -1.459073 0.0 0.0 0.0
H 2.888707 0.618693 -0.550210 0.1 0.0 0.0
H 1.452694 -3.402778 -1.423108 0.0 0.0 0.0
H 1.928650 -2.413533 -0.035509 0.0 0.0 0.1
H 3.143401 -3.005972 -1.145369 0.0 0.0 0.0
S 1.841802 -0.231033 1.893177 -0.1 -0.3 -0.5
C 1.194168 -0.057614 3.507332 -0.1 0.1 0.0
N 1.465375 0.968080 4.275396 0.1 0.1 0.2
C 0.908794 0.811800 5.638749 0.0 -0.1 -0.1
C 0.292391 -0.605739 5.573656 0.1 0.1 -0.1
N 0.442865 -0.950806 4.134999 -0.1 -0.1 0.1
H 2.060863 1.731864 3.991362 0.0 0.0 0.0
H 0.165242 1.583245 5.821761 -0.1 0.0 0.0
H 1.697833 0.896639 6.379783 0.0 0.0 0.0
H -0.754579 -0.618349 5.859528 0.0 0.0 0.0
H 0.834703 -1.326057 6.181283 0.0 0.0 0.0
H 0.384098 -1.903854 3.809761 0.0 0.0 0.0
I -2.979320 2.959662 4.464531 0.0 0.0 0.0
C -1.830920 2.658221 2.788386 0.0 0.1 0.0
C -1.251719 3.614367 1.960178 0.1 0.1 0.0
N -0.567490 2.976832 1.006386 0.0 0.1 0.0
N -0.665819 1.644965 1.149721 -0.3 -0.2 0.0
C -1.446305 1.450900 2.237256 0.0 0.0 0.0
H -1.289111 4.693550 2.001664 0.0 0.0 0.0
H -0.045390 3.377931 0.237681 0.0 0.0 0.0
H -1.707827 0.456227 2.573753 0.0 0.0 0.0
```
Positions in Å, forces in eV/Å.


(2)
Density functional theory data (ωB97M-V with the def2-TZVPD basis set) for a molecular structure, C18H32B2BeBrClF3KMgN2NaO22S3 in a non-equilibrium geometry.

Total charge = +1
DFT total energy = -218352.702 eV
Spin multiplicity = 1
Lowest unoccupied orbital energy = -0.2202 hartree
Kohn-Sham gap = 1.716 eV

```
88
Properties=species:S:1:pos:R:3:forces:R:3
O -6.447206 -1.670107 -3.974168 0.6 3.7 1.9
S -5.745996 -1.040707 -2.787391 -0.7 -4.6 1.6
O -5.348174 -2.163344 -1.958442 0.3 1.6 -0.3
C -6.880733 -0.061995 -1.762520 0.3 1.5 -0.3
C -7.560694 1.129084 -2.486795 -1.2 -0.6 0.4
C -8.600293 0.752593 -3.585237 -0.1 1.0 -1.2
S -10.213981 0.172939 -2.913350 -0.1 0.0 0.0
N -4.313991 -0.250483 -3.164139 -1.6 2.3 -2.3
S -4.434944 0.976659 -4.209104 -0.1 -4.5 7.3
O -5.693190 1.122311 -4.971638 1.6 0.0 0.4
O -3.338214 0.846249 -5.275756 1.9 -0.8 1.0
C -3.944537 2.475574 -3.331163 0.1 -0.1 0.7
B -4.654523 3.670183 -4.016990 0.0 1.7 0.6
O -5.065390 3.423059 -5.356000 0.9 0.7 -0.4
O -4.857581 4.914283 -3.404860 -0.2 -1.7 -1.0
H -6.238422 0.396512 -0.963718 0.0 -0.5 -0.3
H -7.603050 -0.718364 -1.219740 0.7 0.0 -0.9
H -8.128624 1.686489 -1.693523 0.6 -0.4 -0.5
H -6.828978 1.860356 -2.899178 -0.3 -0.7 0.2
H -8.812713 1.695841 -4.159566 0.1 -0.7 0.4
H -8.242860 0.018665 -4.333931 0.1 0.4 0.7
H -11.088873 0.489001 -3.926336 0.9 0.0 0.4
H -2.838681 2.662475 -3.390259 -0.7 -0.6 0.1
H -4.206820 2.370766 -2.240514 0.3 -0.2 -0.8
H -6.061129 3.467982 -5.324311 0.5 0.0 -0.5
H -5.439626 4.747299 -2.616058 1.7 0.5 0.3
Be -4.183199 1.669497 -6.026158 -4.9 2.2 -4.9
O -5.342997 2.418512 2.472583 -0.2 0.1 -0.5
Cl -5.498527 1.207180 1.712002 0.5 -0.4 1.9
O -6.713182 0.536280 2.113468 -0.1 0.1 -0.6
O -4.373172 0.345598 1.932011 -0.2 0.1 -0.3
O -5.576479 1.538115 0.290478 -0.2 0.4 -1.0
Mg -7.331871 4.427075 -2.966720 -2.0 0.1 0.0
B -0.108842 -1.189818 2.119223 -0.3 0.1 0.2
O 0.190840 0.223349 2.430457 -0.4 -0.3 -0.5
C -0.545728 0.976439 1.617831 0.9 1.1 1.2
O -0.542971 2.175772 1.607770 0.0 0.0 -0.3
C -1.363132 0.088275 0.735035 -1.2 -1.1 -1.0
O -2.134868 0.447574 -0.111640 0.2 0.3 -0.3
O -1.104811 -1.180446 1.027989 0.4 0.5 0.2
O 1.125681 -1.907833 1.717004 -0.3 -0.3 0.4
C 1.294413 -2.912057 2.567551 1.2 0.1 -1.1
O 2.206865 -3.694727 2.532465 -0.3 -0.1 0.1
C 0.179939 -2.907870 3.566616 -1.4 0.0 1.4
O 0.041165 -3.684444 4.468492 0.2 -0.1 -0.1
O -0.636293 -1.897728 3.302144 0.6 -0.1 -0.5
Br -5.647175 1.306797 -7.845970 -1.0 -3.8 2.1
K -4.518513 3.271089 -8.668203 2.3 4.6 -2.3
C 6.805877 -2.322631 0.500929 0.0 -0.3 -0.7
C 6.148438 -2.574469 1.874116 0.6 0.7 -1.0
C 4.930905 -3.532385 1.680214 -0.8 -0.8 -0.2
O 5.688210 -1.425854 2.337229 0.1 -0.3 0.7
H 6.112837 -1.867890 -0.212586 -0.1 0.0 0.2
H 7.674962 -1.666935 0.593871 -0.1 0.0 0.2
H 7.150058 -3.265322 0.068496 -0.1 0.0 0.2
H 6.886824 -3.139846 2.471215 -0.2 0.2 0.6
H 4.180637 -3.117635 1.008548 0.1 0.3 0.2
H 4.447394 -3.750490 2.628257 0.1 0.3 0.0
H 5.268223 -4.483446 1.253839 0.4 0.1 0.0
C 2.922487 2.005472 5.741832 -0.3 -0.1 -0.3
C 2.759797 1.430369 7.140286 0.7 -0.2 0.0
O 1.756808 2.074508 7.921418 -0.7 0.9 -0.7
C 0.389391 1.733166 7.719657 2.4 -1.5 0.9
O 0.185576 0.455935 7.759366 -1.0 0.6 -0.3
C -0.236345 2.406612 6.431015 -0.8 1.1 -1.4
F 0.260127 3.643113 6.259769 0.2 -0.2 0.4
F -1.558293 2.556332 6.568206 0.2 -0.4 0.5
F -0.025636 1.738728 5.308043 0.1 -0.3 0.4
H 2.845492 3.093468 5.750834 0.1 0.0 0.1
H 3.892257 1.720101 5.328916 0.0 0.0 0.1
H 2.165045 1.621045 5.062683 0.1 0.0 0.0
H 3.693585 1.612138 7.678217 -0.2 0.0 0.2
H 2.632735 0.345389 7.117802 -0.3 0.1 0.0
H -0.091818 2.332195 8.525010 -0.5 -0.1 0.1
C 9.973384 -0.813938 -1.528081 0.6 -0.1 -0.5
C 9.604704 -2.218686 -1.864555 -0.9 0.0 1.9
O 9.118558 -3.017055 -1.132012 0.6 0.0 -0.2
N 9.742529 -2.708441 -3.257752 0.3 0.1 -0.7
C 11.106116 -3.269596 -3.533019 0.2 0.0 -0.2
H 10.203606 -0.749129 -0.467424 -0.2 -0.1 0.0
H 10.854580 -0.504436 -2.094766 -0.1 0.2 0.0
H 9.136914 -0.153475 -1.767573 0.0 0.0 0.0
H 9.530911 -1.954321 -3.915793 -0.1 -0.2 -0.2
H 9.057875 -3.469578 -3.310937 -0.1 0.2 -0.3
H 11.845046 -2.485713 -3.380725 0.0 -0.1 0.0
H 11.123379 -3.602929 -4.568171 0.1 0.0 0.1
H 11.278206 -4.108389 -2.862536 0.0 0.1 0.0
Na -6.289277 -2.795892 -5.463599 0.1 -1.4 -1.6
```
Positions in Å, forces in eV/Å.


(3)
Density functional theory data (ωB97M-V with the def2-TZVPD basis set) for a molecular structure, C18H32BeCl4F10MgN4O16S4 in a non-equilibrium geometry.

DFT total energy = -184339.134 eV
Spin multiplicity = 1
Lowest unoccupied orbital energy = -0.2573 hartree
Kohn-Sham gap = 0.876 eV

```
90
Properties=species:S:1:pos:R:3:forces:R:3
C 0.107585 -2.984954 4.899131 0.1 0.1 0.3
C 0.713739 -1.729976 4.290165 0.0 0.2 0.3
C -0.088700 -0.992319 3.216606 0.0 -0.6 0.4
Cl -0.904330 0.459670 3.844732 -0.1 -0.1 0.2
C -1.038292 -1.844484 2.327239 0.3 2.3 -1.0
S -2.644891 -2.445622 3.103520 -1.4 1.4 1.9
O -2.714370 -2.082568 4.484608 1.4 -0.8 0.5
O -3.769862 -1.921126 2.408672 0.3 -0.5 -1.5
C -2.934339 -4.282995 3.010006 -1.2 -0.3 -0.5
F -2.538973 -5.008313 4.038441 0.5 0.1 0.1
F -2.553843 -4.850918 1.872540 0.3 -0.2 0.1
F -4.286278 -4.314992 2.993615 0.1 -0.4 0.3
O -1.622378 -0.806516 1.500782 -0.1 -0.4 -0.9
S -2.019430 -1.357296 -0.002881 -1.2 -0.8 -1.1
O -1.322364 -0.651603 -1.009391 1.1 0.1 0.6
O -3.412180 -1.438171 -0.220956 -0.5 0.0 0.8
O -1.470858 -2.854228 0.287000 0.1 1.6 1.0
C -0.357645 -2.672386 1.217717 1.0 -1.3 -2.6
N 0.681577 -2.010281 0.487128 0.4 0.7 1.4
N 0.035865 -4.068217 1.429480 -0.9 0.6 1.0
C 0.014872 -4.887501 0.204448 0.1 -1.0 0.7
C 1.150464 -4.337367 2.235049 0.2 -0.7 -0.2
C 1.003709 -5.629741 3.032187 0.0 -0.6 -0.8
O 2.176748 -3.742597 2.339783 0.1 0.7 0.3
H -0.657862 -2.746115 5.628613 -0.2 0.0 0.0
H -0.349114 -3.656053 4.171907 0.0 -0.1 -0.1
H 0.890418 -3.522225 5.431094 0.1 -0.2 0.0
H 1.708558 -1.922656 3.899575 0.0 -0.2 -0.2
H 0.870917 -1.027991 5.103959 0.0 0.2 0.0
H 0.617923 -0.595400 2.500740 0.1 0.2 -0.2
H 0.595378 -2.180008 -0.507598 -0.1 -0.1 0.0
H 0.750462 -1.006232 0.639282 0.1 0.0 -0.1
H 0.486643 -4.393394 -0.643475 0.0 -0.1 0.1
H 0.614033 -5.788742 0.407332 0.3 0.0 -0.1
H -0.975910 -5.246322 -0.064668 -0.4 0.6 -0.2
H 0.882499 -5.464834 4.094909 0.1 0.0 0.1
H 1.803303 -6.328300 2.800959 0.3 0.0 0.2
H 0.042706 -6.103939 2.675693 -0.4 0.0 0.3
F -2.795466 -4.073498 -1.109047 -1.2 -1.2 -0.2
Be -0.522195 -7.483774 1.792016 0.4 0.0 -1.2
C 3.286325 0.663646 -0.432277 -0.2 -0.2 0.3
C 2.094034 1.462780 0.028540 0.0 0.0 0.0
O 1.270167 0.983956 0.784643 -0.1 -0.2 0.1
C 1.961572 2.865884 -0.479208 -0.3 -0.1 0.2
H 3.250995 -0.330345 0.012050 0.0 0.0 0.0
H 3.271683 0.565795 -1.516565 0.1 0.2 0.0
H 4.207620 1.157145 -0.120536 0.0 0.1 -0.2
H 1.885394 2.860181 -1.567658 0.2 0.1 0.0
H 2.823443 3.458741 -0.170437 0.1 0.0 -0.2
H 1.063604 3.318185 -0.067938 0.0 0.0 0.0
Cl -0.146540 -3.466710 -2.761176 -0.2 0.0 -0.3
C 0.909536 -3.427873 -4.194432 0.2 0.0 0.0
C 2.338746 -3.114911 -3.819588 0.0 0.0 -0.1
Cl 2.501762 -1.443376 -3.212823 0.0 -0.1 0.0
H 0.508386 -2.691105 -4.885534 0.0 0.1 0.1
H 0.855145 -4.407329 -4.666933 0.0 0.0 0.1
H 2.985621 -3.208817 -4.690140 0.0 0.1 0.0
H 2.703740 -3.787135 -3.047316 0.0 0.0 0.1
C -0.219410 -9.529141 -1.313889 -1.3 -0.3 -0.1
O 0.093288 -10.721598 -1.304480 0.6 0.3 0.0
O -1.547847 -9.253003 -1.598010 0.8 -0.3 0.3
O 0.529190 -8.542646 -1.097131 0.1 0.5 1.1
H -1.861160 -10.163782 -1.718952 -0.5 0.2 -0.2
C -0.326898 7.558619 -1.277193 -0.9 -0.8 1.5
F -1.210126 6.643027 -1.573881 1.7 -0.9 0.2
F -0.354140 8.490018 -2.353149 0.5 0.7 -0.7
F -0.764936 8.206281 -0.222553 0.2 0.4 -0.1
S 1.377608 6.911445 -1.063075 0.2 -0.2 -0.4
O 1.682075 6.314425 -2.330843 0.0 0.2 -0.3
O 1.290295 6.022742 0.049661 -0.1 0.2 0.3
N 2.021802 8.323263 -0.800494 0.2 -0.4 -0.1
S 3.598730 8.401353 -0.547258 0.7 0.3 0.1
O 4.409480 8.129559 -1.695180 -0.3 0.0 -0.3
O 4.044129 7.857608 0.696452 -0.3 -0.1 0.2
C 3.671000 10.226153 -0.334988 -0.4 0.4 0.1
F 2.910085 10.629851 0.684442 0.0 -0.1 0.0
F 3.227918 10.861231 -1.439384 0.0 -0.1 -0.1
F 4.916024 10.618607 -0.106180 0.1 -0.2 -0.1
N -5.063651 -4.121238 -0.045793 -1.0 -0.3 0.0
H -4.342722 -4.579450 -0.657782 1.5 0.7 -0.4
H -5.120198 -3.141477 -0.326018 0.4 0.1 0.0
H -5.974839 -4.570259 -0.135670 0.0 0.2 0.1
H -4.759707 -4.168479 0.921228 0.1 0.1 0.0
Mg -0.332036 10.003615 -3.554996 -2.0 1.3 -0.9
C -2.537946 12.466848 -5.670812 -1.1 -0.5 -1.4
O -1.618270 12.101069 -4.736801 1.9 -1.2 1.9
H -2.933158 13.486761 -5.509394 0.4 0.0 0.5
H -2.185827 12.489108 -6.718567 0.3 -0.1 0.2
H -3.456102 11.852771 -5.722498 0.1 -0.1 0.3
Cl -3.102003 7.731993 -2.500395 -1.3 1.0 -0.9
```
Positions in Å, forces in eV/Å.


(4)
Density functional theory data (ωB97M-V with the def2-TZVPD basis set) for 7 unconnected molecules or ions with the total composition C18H32Br6O10 in a non-equilibrium geometry.

Relative energy (zero: lowest compared OMol25 entry of this formula, charge and spin) = 0.832 eV
DFT total energy = -459913.716 eV
Spin multiplicity = 1
Lowest unoccupied orbital energy = 0.0096 hartree
SMILES string = C[C@H]1COC(=O)O1.C[C@H]1COC(=O)O1.C[C@H]1COC(=O)O1.BrCCBr.BrCCBr.BrCCBr.O
Kohn-Sham gap = 10.100 eV

```
66
Properties=species:S:1:pos:R:3:forces:R:3
Br 7.260330 0.364620 -15.226550 -0.5 0.9 0.0
C 7.377490 -1.327750 -16.090910 0.8 -0.9 0.0
C 6.861460 -1.388400 -17.527070 0.5 0.8 0.0
Br 7.453490 -3.051920 -18.358660 -0.3 0.0 0.1
H 7.012110 -2.059510 -15.370410 -0.6 0.0 -0.4
H 8.455580 -1.485780 -16.062170 0.0 -0.2 -0.5
H 7.353860 -0.609870 -18.109770 0.2 -0.1 0.1
H 5.804170 -1.226360 -17.736810 0.0 -0.5 0.6
Br 8.774990 -1.891670 -12.547380 0.1 0.1 0.7
C 10.594130 -1.203260 -12.226120 -0.5 1.0 -1.9
C 11.552560 -2.306020 -11.988830 0.4 -0.7 0.3
Br 13.031340 -1.720670 -10.812610 -0.5 -0.3 -0.4
H 10.671450 -0.311020 -11.604810 -0.6 -0.5 0.3
H 10.758150 -0.907320 -13.262280 0.3 0.6 0.2
H 11.979100 -2.547700 -12.962360 0.3 -0.3 0.3
H 11.046840 -3.175530 -11.568950 0.5 0.1 0.3
Br 9.798570 3.438210 -14.421420 0.2 0.1 0.5
C 10.374820 2.423870 -15.962750 -0.6 0.8 -0.5
C 11.476630 3.110390 -16.739550 0.5 -0.2 0.6
Br 11.348590 2.387670 -18.536120 0.4 0.1 -0.1
H 9.471690 2.442680 -16.572750 0.2 -0.7 0.2
H 10.725860 1.448760 -15.625060 -0.5 0.0 -0.2
H 12.403510 2.805080 -16.253990 0.3 0.1 -0.5
H 11.490950 4.198320 -16.805260 -0.5 -0.2 0.0
C 16.651850 0.209910 -15.922940 0.3 2.4 -0.3
C 15.768250 0.825860 -17.067420 4.0 0.6 1.5
C 16.120860 0.294110 -18.445640 0.0 -0.1 1.3
O 14.822740 -0.048140 -18.820530 -2.2 -0.9 -1.9
C 13.915440 -0.029330 -17.760810 -2.5 -3.7 -3.5
O 12.813240 -0.593300 -17.781540 2.8 1.9 -0.2
O 14.481750 0.526150 -16.791390 -2.3 0.0 3.2
H 16.204150 0.469190 -14.963550 -0.1 -0.2 0.0
H 17.560480 0.810410 -15.966430 0.3 -0.1 0.2
H 16.993570 -0.825140 -15.922490 -0.8 -0.1 -0.6
H 15.674300 1.909360 -17.140160 1.4 0.3 0.6
H 16.778610 -0.574580 -18.416460 -0.3 -0.3 0.1
H 16.663250 1.022330 -19.048640 -0.8 0.2 -0.4
C 12.129800 -3.449920 -19.703070 -0.6 -0.6 0.7
C 12.958960 -4.643020 -19.100230 -0.5 1.9 0.5
C 14.464280 -4.266020 -19.126780 -0.9 -2.7 -3.7
O 14.682890 -3.577730 -18.015330 -0.9 1.7 4.9
C 13.647470 -3.834170 -17.082240 -0.6 -1.1 -2.1
O 13.490660 -3.365470 -16.014600 0.8 0.6 0.7
O 12.741420 -4.715560 -17.628120 1.2 1.2 -1.1
H 12.149600 -2.513550 -19.145480 0.5 -0.2 0.5
H 11.081000 -3.746170 -19.684050 -0.1 0.0 -0.2
H 12.390690 -3.123210 -20.709700 0.2 -0.7 -0.2
H 12.561990 -5.587280 -19.472910 0.8 0.0 -0.2
H 14.692130 -3.655650 -20.000640 -0.1 0.1 0.0
H 15.090180 -5.154920 -19.205580 0.2 -0.2 0.2
C 9.866850 -4.583480 -15.745780 -0.2 1.8 -0.7
C 9.406940 -5.948280 -15.417640 -1.0 2.0 1.5
C 8.165870 -6.457910 -16.128250 -0.1 1.8 0.1
O 8.602550 -7.582350 -16.840010 1.4 -0.4 -0.3
C 9.946610 -7.720140 -16.607870 2.2 -4.9 0.6
O 10.609230 -8.753710 -16.866180 -2.5 4.0 0.0
O 10.438170 -6.752850 -15.800860 0.6 -2.6 -1.2
H 10.117500 -4.445790 -16.797590 0.1 -0.4 -0.2
H 10.768180 -4.365520 -15.172880 -0.1 0.1 0.1
H 9.105440 -3.820230 -15.585120 0.0 0.0 0.5
H 9.249960 -5.918990 -14.339400 0.2 -0.7 0.3
H 7.923530 -5.614960 -16.775410 -0.7 -0.4 -0.5
H 7.333960 -6.660760 -15.453810 0.1 -0.4 -0.2
O 11.078170 -1.608310 -15.659390 -0.7 0.1 0.5
H 11.486540 -0.840640 -16.059580 0.3 0.1 -0.4
H 11.586010 -2.349630 -15.989200 0.4 -0.2 -0.1
```
Positions in Å, forces in eV/Å.


Among the records above, which one has the lowest lowest unoccupied orbital energy?
C18H31IN5SSi2Ti


What is the lowest unoccupied orbital energy in the third record?
-0.2573 hartree